Version w
The following is a DFT calculation (ωB97M-V/def2-TZVPD) of a single C3H7N3O molecule.

As for the net charge: 0. Its spin multiplicity is 1. For the highest occupied orbital energy (alpha / beta), the calculation gives -7.5 / -7.5 eV. The calculation puts the LUMO energy (alpha / beta) at 0.13 / 0.13 eV.

Atoms and positions in Å:
O1 1.764 0.784 0.142
N1 -1.058 -1.711 -2.198
N2 -1.194 1.240 -0.767
N3 0.617 -0.072 0.339
C1 -0.506 0.184 -0.667
C2 -0.675 -1.208 -1.107
C3 0.253 0.069 1.755
H1 -1.216 -1.001 -2.928
H2 0.532 -1.203 0.026
H3 -0.989 1.946 -0.058
H4 -0.567 -0.620 1.950
H5 1.984 0.674 -0.796
H6 1.119 -0.177 2.365
H7 -0.063 1.095 1.945

***

Version x
The following is a DFT calculation (ωB97M-V/def2-TZVPD) of a single C3H7N3O molecule.

As for the net charge: 0. Its spin multiplicity is 1. For the highest occupied orbital energy, the calculation gives -7.7 eV. The calculation puts the LUMO energy at 0.66 eV.

Atoms and positions in Å:
O1 0.376 1.722 -0.513
N1 -1.773 -0.080 -1.360
N2 -0.512 -1.269 0.124
N3 1.110 1.112 1.528
C1 0.853 -0.603 -0.168
C2 -1.691 -0.964 -0.379
C3 0.798 0.854 0.229
H1 -1.011 0.523 -1.658
H2 1.027 -0.674 -1.244
H3 1.624 -1.140 0.378
H4 -2.676 0.103 -1.764
H5 1.340 0.376 2.174
H6 1.000 2.059 1.860
H7 -0.466 -2.020 0.793

***

Version y
The following is a DFT calculation (ωB97M-V/def2-TZVPD) of a single C3H7N3O molecule.

As for the net charge: 0. Its spin multiplicity is 1. For the highest occupied orbital energy, the calculation gives -8.2 eV. Its SMILES is C/N=C(/N)C(N)=O. The calculation puts the LUMO energy at 0.59 eV.

Atoms and positions in Å:
O1 -1.574 -0.544 1.581
N1 0.762 -0.186 -1.131
N2 -1.655 0.972 -0.120
N3 0.320 -1.947 0.308
C1 0.101 -0.715 -0.150
C2 -1.101 -0.053 0.569
C3 1.359 0.983 -0.507
H1 -0.185 -2.240 1.130
H2 2.391 0.734 -0.228
H3 1.200 -2.370 0.053
H4 0.910 1.011 0.514
H5 -1.344 1.156 -1.062
H6 -2.562 1.306 0.169
H7 1.377 1.892 -1.128

***

Version z
The following is a DFT calculation (ωB97M-V/def2-TZVPD) of a single C3H7N3O molecule.

As for the net charge: 0. Its spin multiplicity is 1. For the highest occupied orbital energy (alpha / beta), the calculation gives -6.6 / -6.6 eV. Its SMILES is C=N/C(N)=C(\[NH3+])[O-]. The calculation puts the LUMO energy (alpha / beta) at 0.29 / 0.29 eV.

Atoms and positions in Å:
O1 -2.176 -0.875 0.030
N1 0.355 -2.247 0.344
N2 1.390 -0.116 0.161
N3 -1.143 1.235 0.030
C1 1.615 0.893 -0.602
C2 0.225 -0.849 0.115
C3 -1.056 -0.376 -0.040
H1 -1.438 1.623 -0.865
H2 0.969 1.169 -1.446
H3 -1.898 1.395 0.701
H4 -0.269 1.688 0.318
H5 1.267 -2.429 0.749
H6 2.531 1.466 -0.468
H7 -0.372 -2.578 0.972

***

Preferred: version x; penalty for the next structure: 16.1 kJ/mol.

***

Version w
The following is a DFT calculation (ωB97M-V/def2-TZVPD) of a single C3H7N3O molecule.

As for the net charge: 0. Its spin multiplicity is 1. For the highest occupied orbital energy, the calculation gives -9.6 eV. Its SMILES is [H]/N=C/NC(=O)NC. The calculation puts the LUMO energy at 0.79 eV.

Atoms and positions in Å:
O1 0.297 0.251 -1.624
N1 1.188 0.131 0.475
N2 -1.101 0.029 0.174
N3 -3.342 -0.449 -0.021
C1 -2.251 -0.120 -0.582
C2 2.565 0.144 0.031
C3 0.155 0.150 -0.417
H1 3.060 1.096 0.256
H2 0.995 0.124 1.463
H3 2.561 -0.002 -1.050
H4 -4.082 -0.513 -0.716
H5 3.124 -0.671 0.501
H6 -2.077 0.074 -1.642
H7 -1.200 -0.201 1.154

***

Version x
The following is a DFT calculation (ωB97M-V/def2-TZVPD) of C3H7N3O as an isolated structure.

As for the net charge: 0. Its spin multiplicity is 1. For the highest occupied orbital energy, the calculation gives -7.4 eV. The calculation puts the LUMO energy at 0.79 eV.

Atoms and positions in Å:
O1 -0.116 -2.143 0.031
N1 2.390 0.111 0.080
N2 -2.142 0.292 -0.400
N3 -1.028 0.153 0.467
C1 1.001 0.110 0.093
C2 0.014 -0.793 0.150
C3 0.005 1.220 0.332
H1 2.771 -0.787 -0.183
H2 -0.191 1.884 -0.510
H3 -1.907 0.059 -1.368
H4 2.786 0.863 -0.468
H5 -2.880 -0.329 -0.083
H6 -0.829 -2.434 0.610
H7 0.127 1.794 1.249

***

Version y
The following is a DFT calculation (ωB97M-V/def2-TZVPD) of a single C3H7N3O molecule.

As for the net charge: 0. Its spin multiplicity is 1. For the highest occupied orbital energy, the calculation gives -9.5 eV. Its SMILES is [H]/N=C\N(/C=N/[H])OC. The calculation puts the LUMO energy at 0.85 eV.

Atoms and positions in Å:
O1 -0.859 -0.840 -0.572
N1 -1.281 1.738 -0.005
N2 2.620 -0.157 0.185
N3 0.227 -0.045 -0.138
C1 -0.078 1.261 -0.030
C2 1.470 -0.628 -0.091
C3 -1.737 -1.236 0.402
H1 0.841 1.797 0.330
H2 1.457 -1.663 -0.392
H3 -2.192 -0.425 0.962
H4 -1.220 -1.787 1.155
H5 -1.143 2.746 -0.026
H6 2.639 0.855 0.589
H7 -2.409 -1.940 -0.019

***

Version z
The following is a DFT calculation (ωB97M-V/def2-TZVPD) of a single C3H7N3O molecule.

As for the net charge: 0. Its spin multiplicity is 1. For the highest occupied orbital energy, the calculation gives -8.7 eV. Its SMILES is [H]/N=C(\N)NC(C)=O. The calculation puts the LUMO energy at 0.64 eV.

Atoms and positions in Å:
O1 0.322 1.861 1.439
N1 -0.879 -0.738 0.629
N2 -1.596 -0.752 -1.628
N3 -0.096 0.816 -0.672
C1 0.508 0.848 0.815
C2 -0.988 -0.193 -0.546
C3 1.738 -0.010 0.978
H1 -2.222 -1.521 -1.461
H2 0.162 1.257 -1.544
H3 -1.552 -0.277 -2.514
H4 -1.548 -0.637 1.380
H5 1.942 -0.653 0.124
H6 1.611 -0.641 1.856
H7 2.597 0.641 1.145

***

Preferred: version w; penalty for the next structure: 186.1 kJ/mol.

***

Version w
The following is a DFT calculation (ωB97M-V/def2-TZVPD) of a single C3H7N3O molecule.

As for the net charge: 0. Its spin multiplicity is 1. For the highest occupied orbital energy, the calculation gives -9.6 eV. Its SMILES is [H]/N=C/NC(=O)NC. The calculation puts the LUMO energy at 0.78 eV.

Atoms and positions in Å:
O1 0.313 0.070 -1.505
N1 1.197 0.291 0.591
N2 -3.338 -0.366 0.174
N3 -1.089 0.086 0.302
C1 0.167 0.141 -0.296
C2 2.569 0.111 0.164
C3 -2.239 -0.161 -0.426
H1 3.209 0.902 0.565
H2 2.962 -0.863 0.480
H3 -4.078 -0.529 -0.505
H4 -2.057 -0.153 -1.503
H5 -1.198 0.060 1.307
H6 1.000 0.250 1.578
H7 2.581 0.159 -0.926

***

Version x
The following is a DFT calculation (ωB97M-V/def2-TZVPD) of a single C3H7N3O molecule.

As for the net charge: 0. Its spin multiplicity is 1. For the highest occupied orbital energy (alpha / beta), the calculation gives -6.9 / -6.9 eV. Its SMILES is C=N/C(N)=C(\[NH3+])[O-]. The calculation puts the LUMO energy (alpha / beta) at 0.32 / 0.32 eV.

Atoms and positions in Å:
O1 -2.110 -0.943 0.199
N1 -1.119 1.150 -0.016
N2 1.357 -0.131 0.114
N3 0.342 -2.248 0.321
C1 1.442 1.089 -0.443
C2 0.267 -0.872 0.045
C3 -1.061 -0.360 -0.039
H1 -1.825 1.399 0.685
H2 1.228 -2.470 0.759
H3 -1.415 1.542 -0.910
H4 -0.048 1.530 0.107
H5 -0.447 -2.569 0.874
H6 1.022 1.255 -1.441
H7 2.368 1.628 -0.255

***

Version y
The following is a DFT calculation (ωB97M-V/def2-TZVPD) of a single C3H7N3O molecule.

As for the net charge: 0. Its spin multiplicity is 1. For the highest occupied orbital energy, the calculation gives -8.8 eV. Its SMILES is C=CNC(=O)NN. The calculation puts the LUMO energy at 0.51 eV.

Atoms and positions in Å:
O1 -0.096 1.931 0.139
N1 2.455 -0.622 -0.009
N2 -0.283 -0.353 0.459
N3 1.800 0.547 -0.264
C1 -2.828 0.214 -0.137
C2 -1.773 -0.651 -0.003
C3 0.500 0.802 0.135
H1 2.938 -1.023 -0.884
H2 3.132 -0.343 0.850
H3 0.420 -1.182 0.458
H4 -3.986 -0.234 -0.208
H5 2.251 1.450 -0.110
H6 -2.697 1.273 -0.249
H7 -1.834 -1.809 -0.177

***

Preferred: version w; penalty for the next structure: 303.5 kJ/mol.

***

Version w
The following is a DFT calculation (ωB97M-V/def2-TZVPD) of a single C3H7N3O molecule.

As for the net charge: 0. Its spin multiplicity is 1. For the highest occupied orbital energy, the calculation gives -8.9 eV. Its SMILES is [H]/N=C(\C)N/C=N/O. The calculation puts the LUMO energy at 0.55 eV.

Atoms and positions in Å:
O1 -2.873 -1.967 -0.405
N1 0.736 0.144 -1.618
N2 -0.255 0.067 0.476
N3 -1.940 -0.788 -0.758
C1 0.802 0.401 -0.393
C2 -1.334 -0.802 0.363
C3 1.756 1.327 0.497
H1 1.982 0.256 0.985
H2 0.402 0.103 1.428
H3 -1.676 -1.403 1.336
H4 1.255 2.018 1.253
H5 -2.999 -2.165 -1.216
H6 1.361 0.912 -2.097
H7 2.785 1.897 0.149

***

Version x
The following is a DFT calculation (ωB97M-V/def2-TZVPD) of a single C3H7N3O molecule.

As for the net charge: 0. Its spin multiplicity is 1. For the highest occupied orbital energy, the calculation gives -9.0 eV. Its SMILES is C/N=C(/N)C(N)=O. The calculation puts the LUMO energy at 0.91 eV.

Atoms and positions in Å:
O1 1.663 1.616 0.647
N1 1.834 -0.422 -0.237
N2 -0.812 2.015 0.186
N3 -1.348 -0.187 -0.139
C1 -0.452 0.698 0.044
C2 1.099 0.642 0.169
C3 -1.132 -1.606 -0.200
H1 -1.482 -1.999 -1.163
H2 -0.103 -1.947 -0.035
H3 -0.082 2.583 0.592
H4 -1.755 2.169 0.507
H5 1.492 -1.215 -0.752
H6 2.833 -0.268 -0.188
H7 -1.755 -2.080 0.570

***

Preferred: version x; penalty for the next structure: 554.5 kJ/mol.

***

Version w
The following is a DFT calculation (ωB97M-V/def2-TZVPD) of C5H13N3O as an isolated structure.

As for the net charge: 0. Its spin multiplicity is 1. For the highest occupied orbital energy, the calculation gives -7.5 eV. The calculation puts the LUMO energy at 0.77 eV.

Atoms and positions in Å:
O1 1.729 1.992 -0.901
N1 1.278 0.687 -0.789
N2 -0.735 2.086 -0.612
N3 -0.659 -0.294 0.118
C1 -0.718 -1.645 -0.454
C2 -0.586 0.815 -0.939
C3 1.192 -0.021 0.693
C4 -1.687 -0.126 1.151
C5 1.990 -1.050 1.071
H1 0.112 -1.740 -1.152
H2 -1.801 0.931 1.378
H3 2.680 -0.905 1.887
H4 1.105 0.832 1.357
H5 -1.154 0.480 -1.815
H6 -1.310 2.621 -1.247
H7 -1.645 -1.809 -1.004
H8 -1.398 -0.704 2.029
H9 -0.549 -2.376 0.335
H10 0.801 2.469 -0.840
H11 -2.652 -0.485 0.786
H12 1.782 0.117 -1.467
H13 2.224 -1.875 0.414

***

Version x
The following is a DFT calculation (ωB97M-V/def2-TZVPD) of C5H13N3O as an isolated structure.

As for the net charge: 0. Its spin multiplicity is 1. For the highest occupied orbital energy, the calculation gives -6.9 eV. The calculation puts the LUMO energy at 0.81 eV.

Atoms and positions in Å:
O1 0.879 1.829 -0.380
N1 1.341 0.340 1.652
N2 -0.973 -0.774 0.220
N3 1.089 0.427 -0.689
C1 -1.784 0.137 0.998
C2 -0.602 -0.376 -1.017
C3 1.725 -1.690 0.390
C4 1.211 -0.287 0.482
C5 -1.371 0.613 -1.857
H1 -0.185 -1.183 -1.620
H2 -0.875 0.779 -2.814
H3 2.818 -1.660 0.436
H4 1.348 -0.200 2.501
H5 -1.347 1.141 1.139
H6 1.342 -2.287 1.216
H7 -1.941 -0.297 1.989
H8 1.423 -2.158 -0.540
H9 -2.371 0.213 -2.042
H10 -2.783 0.295 0.565
H11 1.492 2.266 -0.981
H12 1.038 1.302 1.693
H13 -1.474 1.568 -1.344

***

Preferred: version x; penalty for the next structure: 196.7 kJ/mol.

***

Version w
The following is a DFT calculation (ωB97M-V/def2-TZVPD) of C5H13N3O as an isolated structure.

As for the net charge: 0. Its spin multiplicity is 1. For the highest occupied orbital energy, the calculation gives -8.0 eV. The calculation puts the LUMO energy at 0.90 eV.

Atoms and positions in Å:
O1 -0.449 2.614 -0.767
N1 1.456 1.151 0.949
N2 -1.058 0.621 -0.148
N3 -2.436 0.185 -0.010
C1 1.079 -0.145 0.638
C2 -0.119 -0.463 0.097
C3 2.129 -1.177 0.954
C4 -0.523 -1.815 -0.423
C5 -0.819 1.465 -1.429
H1 -2.522 -0.238 0.912
H2 -0.948 -1.723 -1.426
H3 2.922 -1.165 0.200
H4 -0.030 0.994 -2.029
H5 -1.282 -2.301 0.196
H6 2.588 -0.946 1.919
H7 1.078 1.907 0.384
H8 0.331 -2.484 -0.501
H9 -1.764 1.526 -1.990
H10 2.418 1.282 1.214
H11 -0.787 1.858 0.218
H12 -2.992 1.038 0.019
H13 1.729 -2.185 1.020

***

Version x
The following is a DFT calculation (ωB97M-V/def2-TZVPD) of a single C5H13N3O molecule.

As for the net charge: 0. Its spin multiplicity is 1. For the highest occupied orbital energy (alpha / beta), the calculation gives -8.3 / -8.3 eV. The calculation puts the LUMO energy (alpha / beta) at -0.73 / -0.73 eV.

Atoms and positions in Å:
O1 -1.176 1.049 -1.110
N1 -0.713 -0.320 0.751
N2 0.237 -0.886 1.625
N3 1.025 1.190 -0.437
C1 -0.212 -1.177 -2.564
C2 -0.238 0.398 -0.524
C3 -1.969 0.107 1.337
C4 1.978 1.252 0.656
C5 0.243 -0.828 -1.223
H1 -2.573 0.551 0.549
H2 2.810 1.897 0.366
H3 -0.689 -0.313 -3.029
H4 0.450 -0.245 2.391
H5 -0.971 -1.967 -2.472
H6 0.910 -1.489 -0.677
H7 -0.159 -1.728 2.035
H8 1.547 1.660 1.584
H9 -2.488 -0.747 1.781
H10 0.822 2.080 -0.876
H11 0.595 -1.607 -3.164
H12 -1.803 0.860 2.123
H13 2.373 0.263 0.877

***

Version y
The following is a DFT calculation (ωB97M-V/def2-TZVPD) of a single C5H13N3O molecule.

As for the net charge: 0. Its spin multiplicity is 1. For the highest occupied orbital energy, the calculation gives -9.1 eV. Its SMILES is CC(=O)C(C)(C)NNN. The calculation puts the LUMO energy at 0.78 eV.

Atoms and positions in Å:
O1 -1.895 -0.415 0.249
N1 0.000 -0.519 -2.002
N2 0.980 -0.414 -0.995
N3 -0.612 -1.770 -1.961
C1 0.495 -0.128 0.380
C2 -1.222 1.871 0.330
C3 -0.965 0.386 0.229
C4 0.504 -1.435 1.179
C5 1.441 0.879 1.028
H1 0.197 -1.254 2.207
H2 1.629 0.307 -1.306
H3 1.506 -1.858 1.163
H4 -0.765 0.238 -1.717
H5 -2.266 2.074 0.103
H6 -0.581 2.426 -0.355
H7 -1.404 -1.786 -1.296
H8 1.120 1.101 2.044
H9 -0.914 -2.018 -2.900
H10 1.501 1.809 0.466
H11 2.439 0.449 1.080
H12 -0.170 -2.155 0.727
H13 -1.017 2.212 1.345

***

Version z
The following is a DFT calculation (ωB97M-V/def2-TZVPD) of a single C5H13N3O molecule.

As for the net charge: 0. Its spin multiplicity is 1. For the highest occupied orbital energy, the calculation gives -9.4 eV. Its SMILES is [H]/N=C/C(N)(N)[C@H](O)CC. The calculation puts the LUMO energy at 0.83 eV.

Atoms and positions in Å:
O1 1.273 -1.596 0.309
N1 -1.427 -0.454 1.197
N2 -2.775 0.789 -1.134
N3 -1.403 -1.688 -0.655
C1 -0.867 -0.439 -0.139
C2 0.694 -0.371 -0.170
C3 -1.495 0.719 -0.935
C4 2.763 0.959 0.474
C5 1.262 0.786 0.669
H1 0.698 -1.884 1.042
H2 -2.993 1.641 -1.669
H3 3.307 0.038 0.704
H4 3.138 1.746 1.136
H5 -0.960 -1.894 -1.549
H6 -0.823 1.499 -1.334
H7 1.025 -0.257 -1.210
H8 1.084 0.595 1.734
H9 -2.418 -0.217 1.095
H10 -2.387 -1.511 -0.881
H11 2.990 1.247 -0.557
H12 0.767 1.729 0.414
H13 -1.452 -1.439 1.460

***

Preferred: version z; penalty for the next structure: 137.3 kJ/mol.